Record 1
The following is a DFT calculation (ωB97M-V/def2-TZVPD) of a 9-piece molecular cluster, C14H32N4O28S5 overall at a distorted geometry.

```
83
C14H32N4O28S5 | the OMol25 dataset | ωB97M-V/def2-TZVPD
C 0.42 -0.02 0.35
N -0.71 -0.90 0.00
O -0.94 -1.93 0.58
O -1.42 -0.50 -0.98
H 0.19 0.87 0.94
H 1.04 0.21 -0.52
H 1.09 -0.65 0.93
C 4.32 -0.58 0.14
N 4.71 -1.36 1.30
O 4.65 -2.57 1.20
O 5.25 -0.82 2.26
H 3.56 0.16 0.39
H 4.11 -1.22 -0.72
H 5.15 0.04 -0.20
C 3.65 4.23 2.41
N 3.06 2.86 2.29
O 3.77 1.86 2.26
O 1.84 2.74 2.05
H 2.97 4.72 3.10
H 3.69 4.65 1.40
H 4.58 3.96 2.89
C -2.97 -0.52 -3.97
N -2.43 0.87 -4.09
O -3.15 1.78 -4.44
O -1.23 1.04 -3.96
H -2.19 -1.22 -3.68
H -3.43 -0.73 -4.94
H -3.84 -0.56 -3.31
C -5.07 -0.18 0.78
C -4.79 0.75 -0.43
O -5.69 0.30 -1.40
S -6.64 -0.97 -1.05
O -5.98 -2.16 -1.52
O -8.09 -0.76 -1.27
O -6.30 -0.75 0.56
H -5.17 0.35 1.73
H -4.27 -0.92 0.84
H -3.81 0.76 -0.91
H -4.98 1.82 -0.33
C 1.35 -5.57 1.74
C 2.82 -5.23 2.05
O 2.94 -4.22 2.98
S 1.41 -3.67 3.39
O 1.14 -2.42 2.71
O 1.21 -3.62 4.86
O 0.57 -4.84 2.64
H 1.08 -6.62 1.71
H 1.18 -5.18 0.73
H 3.33 -4.87 1.15
H 3.34 -6.12 2.40
C 4.48 -0.20 -4.36
C 4.09 0.94 -5.36
O 3.23 1.89 -4.70
S 3.57 1.81 -3.09
O 2.38 2.10 -2.24
O 4.83 2.57 -2.89
O 3.80 0.13 -3.17
H 5.54 -0.07 -4.13
H 4.25 -1.22 -4.67
H 3.69 0.66 -6.33
H 4.96 1.57 -5.59
C -0.64 4.19 -0.40
C -1.57 3.14 -1.02
O -2.34 3.74 -1.98
S -1.89 5.32 -2.28
O -2.68 6.33 -1.56
O -1.54 5.60 -3.71
O -0.49 5.02 -1.54
H 0.38 3.94 -0.09
H -1.13 4.71 0.42
H -2.31 2.81 -0.29
H -0.96 2.28 -1.29
C -2.07 -2.51 4.77
C -2.38 -2.74 3.30
O -2.78 -1.46 2.79
S -2.26 -0.21 3.78
O -3.48 0.41 4.35
O -1.45 0.72 2.99
O -1.50 -1.21 4.83
H -1.36 -3.25 5.15
H -2.96 -2.79 5.33
H -3.21 -3.44 3.20
H -1.51 -3.07 2.74
```

The multiplicity is 1. As for the SMILES: C[N+](=O)[O-].C[N+](=O)[O-].C[N+](=O)[O-].C[N+](=O)[O-].O=S1(=O)OCCO1.O=S1(=O)OCCO1.O=S1(=O)OCCO1.O=S1(=O)OCCO1.O=S1(=O)OCCO1. The calculation puts the molar mass at 864.745 g mol⁻¹. As for the frontier orbital gap: 10.213 eV. The calculation puts the calculated total energy at -132483.66605 eV.

Charges obtained by Mulliken population analysis, quoted in units of e: number 1, C, carries -0.5744; number 2, N, carries 1.0465; number 3, O, carries -0.5045; number 4, O, carries -0.4997; number 5, H, carries 0.2559; number 6, H, carries 0.2713; number 7, H, carries 0.0546; number 8, C, carries -0.7413; number 9, N, carries 1.0256; number 10, O, carries -0.5590; number 11, O, carries -0.5388; number 12, H, carries -0.0513; number 13, H, carries 0.4479; number 14, H, carries 0.3841; number 15, C, carries -0.7364; number 16, N, carries 0.8216; number 17, O, carries -0.5048; number 18, O, carries -0.4404; number 19, H, carries 0.2898; number 20, H, carries 0.2811; number 21, H, carries 0.3034; number 22, C, carries -0.6071; number 23, N, carries 0.9444; number 24, O, carries -0.5418; number 25, O, carries -0.4904; number 26, H, carries 0.2301; number 27, H, carries 0.3621; number 28, H, carries 0.1113; number 29, C, carries 0.0217; number 30, C, carries 0.4882; number 31, O, carries -0.3724; number 32, S, carries 1.0395; number 33, O, carries -0.5198; number 34, O, carries -0.5383; number 35, O, carries -0.3951; number 36, H, carries 0.2569; number 37, H, carries 0.1164; number 38, H, carries -0.3291; number 39, H, carries 0.1995; number 40, C, carries -0.2633; number 41, C, carries -0.2826; number 42, O, carries -0.3136; number 43, S, carries 0.9328; number 44, O, carries -0.2957; number 45, O, carries -0.5820; number 46, O, carries -0.3022; number 47, H, carries 0.2929; number 48, H, carries 0.2411; number 49, H, carries 0.2247; number 50, H, carries 0.3109; number 51, C, carries -0.2957; number 52, C, carries -0.4382; number 53, O, carries -0.3158; number 54, S, carries 0.8840; number 55, O, carries -0.2631; number 56, O, carries -0.5978; number 57, O, carries -0.2066; number 58, H, carries 0.2719; number 59, H, carries 0.3130; number 60, H, carries 0.3286; number 61, H, carries 0.3008; number 62, C, carries -0.0007; number 63, C, carries 0.1020; number 64, O, carries -0.1826; number 65, S, carries 0.9760; number 66, O, carries -0.5349; number 67, O, carries -0.5223; number 68, O, carries -0.3711; number 69, H, carries 0.0396; number 70, H, carries 0.3045; number 71, H, carries 0.0885; number 72, H, carries 0.0901; number 73, C, carries -0.4746; number 74, C, carries 0.0778; number 75, O, carries -0.0966; number 76, S, carries 0.8094; number 77, O, carries -0.5913; number 78, O, carries -0.3264; number 79, O, carries -0.2558; number 80, H, carries 0.3982; number 81, H, carries 0.2986; number 82, H, carries 0.3143; number 83, H, carries -0.0940

---

Record 2
The following is a DFT calculation (ωB97M-V/def2-TZVPD) of a 8-piece molecular cluster, C42H78FNO10S overall at a distorted geometry.

```
133
C42H78FNO10S | the OMol25 dataset | ωB97M-V/def2-TZVPD
C 3.03 -2.32 -1.69
O 4.08 -1.43 -1.96
C 3.67 -0.06 -2.03
C 3.66 0.55 -0.64
C 3.54 2.08 -0.61
C 2.40 2.73 -1.44
C 1.21 3.18 -0.58
C 0.32 2.00 -0.16
C -0.65 1.67 -1.30
N -0.96 0.21 -1.44
C -1.17 -0.14 -2.84
C -2.15 0.47 -3.61
C -2.27 0.14 -4.95
C -1.41 -0.79 -5.51
C -0.43 -1.39 -4.74
C -0.31 -1.06 -3.40
S -2.13 -0.30 -0.39
O -1.75 -1.53 0.22
O -2.56 0.78 0.44
F -3.33 -0.66 -1.33
H 2.59 -2.69 -2.62
H 3.44 -3.19 -1.16
H 2.26 -1.88 -1.06
H 2.66 -0.03 -2.47
H 4.35 0.47 -2.68
H 4.62 0.28 -0.18
H 2.89 0.07 -0.03
H 3.43 2.43 0.41
H 4.49 2.48 -0.98
H 2.06 2.08 -2.25
H 2.82 3.63 -1.91
H 1.55 3.75 0.28
H 0.58 3.83 -1.19
H -0.24 2.26 0.73
H 0.92 1.12 0.08
H -1.56 2.27 -1.21
H -0.18 1.93 -2.25
H -2.81 1.20 -3.15
H -3.05 0.61 -5.53
H -1.50 -1.04 -6.56
H 0.26 -2.10 -5.18
H 0.45 -1.51 -2.78
C 6.69 3.75 1.98
C 6.37 5.12 2.59
C 4.86 5.21 2.35
O 4.37 3.87 2.40
C 5.46 2.95 2.37
H 7.61 3.31 2.36
H 6.77 3.83 0.90
H 6.58 5.11 3.66
H 6.92 5.94 2.14
H 4.65 5.63 1.36
H 4.35 5.81 3.10
H 5.57 2.50 3.36
H 5.23 2.15 1.66
C 6.47 4.13 -4.80
C 7.14 2.97 -5.53
C 6.65 1.78 -4.72
O 5.35 2.13 -4.23
C 5.13 3.53 -4.43
H 6.38 5.03 -5.40
H 7.04 4.38 -3.90
H 6.77 2.91 -6.56
H 8.23 3.03 -5.56
H 7.30 1.58 -3.87
H 6.56 0.87 -5.31
H 4.40 3.66 -5.24
H 4.70 3.95 -3.52
C -6.37 -0.65 2.48
C -5.77 -0.85 1.09
C -6.97 -1.37 0.32
O -8.13 -0.77 0.91
C -7.77 -0.15 2.15
H -5.81 0.05 3.10
H -6.41 -1.60 3.01
H -5.44 0.11 0.68
H -4.92 -1.53 1.07
H -7.06 -2.46 0.40
H -6.95 -1.11 -0.74
H -7.78 0.94 2.02
H -8.51 -0.42 2.91
C 5.99 -3.68 -5.68
C 5.31 -3.03 -4.47
C 4.67 -1.81 -5.10
O 4.35 -2.17 -6.45
C 4.98 -3.40 -6.78
H 6.19 -4.74 -5.55
H 6.93 -3.18 -5.89
H 4.54 -3.70 -4.07
H 5.99 -2.78 -3.66
H 5.37 -0.96 -5.12
H 3.76 -1.49 -4.59
H 4.22 -4.19 -6.83
H 5.44 -3.31 -7.77
C -1.93 7.87 0.29
C -1.67 8.02 -1.21
C -0.52 7.04 -1.42
O -0.70 6.00 -0.46
C -1.69 6.38 0.50
H -2.93 8.19 0.59
H -1.20 8.46 0.85
H -2.55 7.69 -1.78
H -1.42 9.03 -1.52
H 0.45 7.53 -1.23
H -0.50 6.61 -2.41
H -2.60 5.81 0.31
H -1.33 6.15 1.50
C -4.54 -3.52 4.44
C -5.24 -3.06 5.72
C -5.18 -4.32 6.57
O -4.00 -5.02 6.18
C -3.46 -4.44 4.99
H -4.14 -2.71 3.84
H -5.24 -4.09 3.82
H -4.66 -2.26 6.19
H -6.25 -2.70 5.56
H -6.05 -4.97 6.37
H -5.15 -4.12 7.64
H -2.56 -3.88 5.24
H -3.19 -5.25 4.30
C -6.48 -8.10 8.46
C -6.52 -8.08 6.94
C -7.31 -9.35 6.64
O -8.21 -9.53 7.73
C -7.86 -8.65 8.80
H -6.30 -7.12 8.91
H -5.70 -8.78 8.81
H -7.06 -7.21 6.59
H -5.53 -8.08 6.48
H -6.64 -10.22 6.58
H -7.88 -9.29 5.71
H -8.60 -7.84 8.85
H -7.88 -9.20 9.74
```

The multiplicity is 1. As for the SMILES: COCCCCCCCN(c1ccccc1)S(=O)(=O)F.C1CCOC1.C1CCOC1.C1CCOC1.C1CCOC1.C1CCOC1.C1CCOC1.C1CCOC1. The calculation puts the molar mass at 808.148 g mol⁻¹. As for the frontier orbital gap: 9.795 eV. The calculation puts the calculated total energy at -80333.11077 eV.

These are the Mulliken partial charges, in e, on atoms 1 to 99: number 1, C, carries -0.7446; number 2, O, carries -0.4414; number 3, C, carries 0.5812; number 4, C, carries -0.9354; number 5, C, carries -0.4370; number 6, C, carries -0.0604; number 7, C, carries -1.4731; number 8, C, carries -0.6818; number 9, C, carries -1.1735; number 10, N, carries 0.7572; number 11, C, carries -0.4115; number 12, C, carries 0.0947; number 13, C, carries -0.8350; number 14, C, carries -0.4300; number 15, C, carries -0.6994; number 16, C, carries -0.3446; number 17, S, carries 1.2053; number 18, O, carries -0.6678; number 19, O, carries -0.5739; number 20, F, carries -0.2302; number 21, H, carries 0.1985; number 22, H, carries 0.3333; number 23, H, carries 0.3733; number 24, H, carries 0.1625; number 25, H, carries -0.0419; number 26, H, carries 0.3414; number 27, H, carries 0.1828; number 28, H, carries 0.1573; number 29, H, carries 0.4687; number 30, H, carries 0.3127; number 31, H, carries 0.0734; number 32, H, carries 0.5668; number 33, H, carries 0.4300; number 34, H, carries 0.5485; number 35, H, carries 0.1893; number 36, H, carries 0.2829; number 37, H, carries 0.8206; number 38, H, carries 0.4439; number 39, H, carries 0.3835; number 40, H, carries 0.4082; number 41, H, carries 0.4536; number 42, H, carries 0.4314; number 43, C, carries -0.5585; number 44, C, carries -0.5817; number 45, C, carries -0.3977; number 46, O, carries -0.3861; number 47, C, carries 0.1530; number 48, H, carries 0.3873; number 49, H, carries 0.2227; number 50, H, carries 0.2558; number 51, H, carries 0.3458; number 52, H, carries 0.2413; number 53, H, carries 0.2851; number 54, H, carries 0.3300; number 55, H, carries -0.2346; number 56, C, carries -0.6706; number 57, C, carries -0.7270; number 58, C, carries -0.2634; number 59, O, carries -0.2269; number 60, C, carries -0.2688; number 61, H, carries 0.3845; number 62, H, carries 0.2753; number 63, H, carries 0.2935; number 64, H, carries 0.3721; number 65, H, carries 0.2658; number 66, H, carries 0.1437; number 67, H, carries 0.2742; number 68, H, carries 0.0874; number 69, C, carries -0.2952; number 70, C, carries -0.0925; number 71, C, carries -0.5188; number 72, O, carries -0.4215; number 73, C, carries -0.5198; number 74, H, carries 0.4087; number 75, H, carries -0.0577; number 76, H, carries 0.0996; number 77, H, carries 0.2337; number 78, H, carries 0.2494; number 79, H, carries 0.2911; number 80, H, carries 0.2576; number 81, H, carries 0.3243; number 82, C, carries -0.6137; number 83, C, carries -0.4077; number 84, C, carries 0.9321; number 85, O, carries -0.4676; number 86, C, carries -0.4900; number 87, H, carries 0.3670; number 88, H, carries 0.2634; number 89, H, carries 0.2155; number 90, H, carries 0.3673; number 91, H, carries -0.4585; number 92, H, carries -0.2876; number 93, H, carries 0.2857; number 94, H, carries 0.2927; number 95, C, carries -0.5663; number 96, C, carries -0.5874; number 97, C, carries -0.4609; number 98, O, carries -0.2586; number 99, C, carries -0.4864

---

- Number 1 is which compound?
  C14H32N4O28S5